1.
29
Properties=species:S:1:pos:R:3:mulliken_charge:R:1 method="wB97M-V/def2-TZVPD" s_squared=0.754 gap_ev="7.534 / 5.142" multiplicity=2 e_homo_ev="-9.304 / -9.304" charge=0
Be 1.803 -3.749 -3.722 0.632
Cl 0.598 -1.946 -1.865 -0.598
O -1.901 -2.400 1.979 -0.548
C -1.025 -1.631 2.275 0.555
N -0.254 -0.948 1.349 -0.078
C -0.733 -1.428 3.733 -1.038
H 0.011 0.018 1.479 0.188
H 0.021 -1.422 0.501 0.010
H -1.004 -2.365 4.220 0.303
H -1.327 -0.629 4.177 0.274
H 0.312 -1.183 3.919 0.334
O 3.304 3.085 -1.274 -0.555
C 3.027 1.949 -1.194 0.538
N 1.907 1.485 -1.895 -0.326
C 3.624 1.046 -0.123 -0.842
H 1.263 2.133 -2.328 0.202
H 1.511 0.584 -1.670 0.151
H 3.306 1.520 0.805 0.221
H 4.710 1.056 -0.218 0.292
H 3.320 -0.001 -0.132 0.302
O -3.587 2.051 -1.257 -0.678
C -2.815 1.096 -1.238 0.575
N -1.696 1.222 -1.855 -0.283
C -2.913 -0.296 -0.546 -0.739
H -1.010 0.482 -1.850 0.202
H -1.462 2.202 -1.934 0.206
H -3.836 -0.672 -0.986 0.324
H -2.983 -0.237 0.540 0.118
H -2.172 -1.018 -0.890 0.258

2.
25
Properties=species:S:1:pos:R:3:mulliken_charge:R:1 method="wB97M-V/def2-TZVPD" gap_ev=7.217 de_lowest_kcal_mol=53.4 e_homo_ev=-7.817 charge=0
C -1.162 1.748 -0.334 -2.183
C -0.115 1.350 1.909 -1.643
C 1.310 2.322 0.018 -1.605
C -1.076 -1.881 -1.284 -1.072
C 1.093 -3.036 -0.887 -0.961
C 0.097 1.401 0.433 1.776
N 0.330 -1.739 -0.865 0.176
Si 0.682 -0.402 0.153 0.430
Cl -2.701 -0.953 1.762 -0.698
Cl 2.415 -0.706 1.084 -0.230
H -2.017 1.278 0.065 0.366
H -1.389 2.818 -0.255 0.483
H -1.088 1.629 -1.322 0.680
H 0.907 1.197 2.335 0.474
H -0.896 0.668 2.231 0.255
H -0.357 2.438 2.175 0.356
H 1.995 1.696 -0.543 0.322
H 1.056 3.157 -0.508 0.465
H 1.726 2.713 0.864 0.466
H -1.112 -2.293 -2.226 0.486
H -1.737 -2.475 -0.659 0.359
H -1.638 -0.881 -1.459 0.267
H 2.107 -2.903 -1.117 0.315
H 1.005 -3.469 0.055 0.389
H 0.565 -3.679 -1.628 0.327

3.
26
Properties=species:S:1:pos:R:3:mulliken_charge:R:1 method="wB97M-V/def2-TZVPD" gap_ev=1.724 de_lowest_kcal_mol=0.8 e_homo_ev=-10.985 charge=+1
Hg 4.299 -4.664 4.372 1.005
Cl 2.851 -3.043 5.501 -0.198
C 2.268 -1.202 2.470 -0.723
O 2.100 -0.101 1.615 -0.305
C 1.973 -0.445 0.248 -0.659
C 0.883 0.461 -0.339 -0.413
N 0.242 -0.096 -1.519 -0.227
C -0.746 0.788 -2.091 -0.619
C -2.171 0.540 -1.613 -0.384
O -2.985 1.579 -2.091 -0.331
C -4.064 1.989 -1.266 -0.687
H 2.741 -0.903 3.407 0.295
H 3.123 -1.767 2.053 0.293
H 1.390 -1.829 2.627 0.329
H 1.724 -1.478 -0.010 0.446
H 2.933 -0.159 -0.194 0.277
H 1.314 1.445 -0.566 0.281
H 0.118 0.582 0.431 0.259
H 0.929 -0.503 -2.136 0.261
H -0.812 0.537 -3.156 0.347
H -0.434 1.837 -2.083 0.326
H -2.240 0.512 -0.517 0.331
H -2.548 -0.410 -2.004 0.244
H -3.662 2.289 -0.289 0.305
H -4.739 1.137 -1.177 0.290
H -4.484 2.904 -1.672 0.258

4.
28
Properties=species:S:1:pos:R:3:mulliken_charge:R:1 method="wB97M-V/def2-TZVPD" s_squared=6.026 gap_ev="6.776 / 4.039" de_lowest_kcal_mol=0.0 multiplicity=5 e_homo_ev="-18.814 / -18.611" charge=+3
I 2.274 -1.273 2.628 0.455
I 2.628 -2.956 0.802 0.535
Ru -0.838 0.770 -0.834 0.276
P 0.362 2.591 -1.186 0.446
C 2.102 3.055 -1.014 -1.024
C -0.154 2.385 -2.959 -1.008
H -1.708 3.055 -0.090 0.428
H -0.852 4.564 -0.650 0.386
H -0.282 3.673 0.823 0.367
C -0.748 3.584 -0.181 -0.991
H -1.057 1.755 -2.934 0.496
H -0.342 3.411 -3.316 0.406
H 2.251 4.060 -1.429 0.414
H 2.773 2.369 -1.542 0.360
H 0.640 1.881 -3.504 0.367
H 2.393 3.065 0.029 0.384
C 0.857 0.104 -0.747 0.549
O 1.965 -0.332 -0.723 -0.427
Cl -3.111 0.845 -1.073 -0.363
C -1.886 -4.296 0.982 -0.757
S -1.574 -3.000 2.205 0.444
C -0.146 -3.844 3.010 -0.538
H -2.514 -3.804 0.212 0.366
H -2.470 -5.105 1.441 0.391
H -0.950 -4.635 0.538 0.317
H -0.511 -4.702 3.611 0.391
H 0.615 -4.161 2.257 0.060
H 0.285 -3.060 3.642 0.273

5.
24
Properties=species:S:1:pos:R:3:mulliken_charge:R:1 method="wB97M-V/def2-TZVPD" smiles=CC(C)N(PCl)C(C)C gap_ev=9.416 de_lowest_kcal_mol=0.0 e_homo_ev=-8.688 charge=0
C -2.140 1.492 -0.587 -1.415
C 0.270 2.196 -0.025 -1.462
C 1.917 -0.709 0.722 -1.173
C 0.077 -2.381 0.832 -1.537
C -0.815 1.096 0.094 0.367
C 0.372 -0.941 0.877 0.320
N -0.453 -0.298 -0.198 -0.123
P 0.348 -0.165 -2.106 0.243
Cl -1.013 -1.508 -2.878 -0.222
H -2.666 0.454 -0.754 0.320
H -2.684 2.133 0.096 0.383
H -2.159 2.063 -1.543 0.290
H 0.712 2.339 -0.942 0.417
H 1.225 1.934 0.544 0.239
H -0.076 3.132 0.283 0.494
H 2.380 -1.055 1.720 0.327
H 2.461 -1.237 -0.018 0.405
H 2.176 0.388 0.443 0.241
H 0.540 -2.816 -0.057 0.290
H -0.938 -2.612 0.662 0.428
H 0.347 -2.969 1.692 0.383
H -1.181 1.119 1.115 0.318
H -0.035 -0.431 1.736 0.449
H 1.336 -1.224 -1.707 0.018

6.
23
Properties=species:S:1:pos:R:3:mulliken_charge:R:1 method="wB97M-V/def2-TZVPD" gap_ev="7.825 / 7.676" de_lowest_kcal_mol=120.9 e_homo_ev="-7.555 / -8.055" charge=0
C -1.818 1.688 1.245 -1.725
C -1.329 -0.585 0.602 -1.645
C 0.403 0.791 2.087 -1.324
C 1.274 -2.347 -2.381 -0.955
C -0.189 1.250 -0.508 -1.462
C -0.668 0.782 0.836 1.940
Si 1.995 -0.803 -1.588 0.437
Cl 2.989 0.426 -2.901 -0.283
H -1.276 2.416 1.712 0.542
H -2.541 1.153 1.953 0.301
H -2.285 2.028 0.354 0.421
H -0.872 -1.328 -0.038 0.233
H -1.535 -1.166 1.498 0.374
H -2.276 -0.405 0.153 0.475
H 0.008 0.270 2.931 0.431
H 1.238 0.122 1.874 0.324
H 0.644 1.820 2.619 0.290
H 0.190 -2.185 -2.655 0.296
H 1.872 -2.591 -3.353 0.311
H 1.276 -3.253 -1.797 0.330
H -0.787 0.778 -1.322 0.406
H 0.438 2.101 -0.621 0.392
H 3.247 -0.963 -0.701 -0.109

7.
23
Properties=species:S:1:pos:R:3:mulliken_charge:R:1 method="wB97M-V/def2-TZVPD" gap_ev="9.864 / 6.779" de_lowest_kcal_mol=100.6 e_homo_ev="-13.251 / -11.571" charge=+1
C 3.327 0.825 0.629 -0.928
C -2.477 0.372 0.159 -0.882
C -1.027 -1.389 -0.992 -0.918
C -0.575 -0.719 1.255 -0.989
C -0.145 0.767 -0.549 -0.972
C 2.612 0.019 -0.419 -0.033
N -1.104 -0.214 -0.051 0.247
F 2.327 -1.232 -0.101 -0.212
H 4.255 0.201 0.831 0.321
H 2.850 0.816 1.743 0.261
H 3.452 1.819 0.356 0.335
H -2.531 1.224 0.837 0.385
H -2.830 0.901 -0.739 0.388
H -3.133 -0.336 0.743 0.325
H -1.872 -2.102 -0.931 0.359
H -1.293 -1.069 -1.986 0.436
H -0.079 -1.889 -0.978 0.330
H 0.257 -1.304 1.154 0.385
H -0.246 0.165 1.837 0.392
H -1.249 -1.289 1.800 0.389
H -0.207 1.760 -0.084 0.360
H -0.241 0.950 -1.595 0.435
H 2.319 0.214 -1.384 0.585

8.
26
Properties=species:S:1:pos:R:3:mulliken_charge:R:1 method="wB97M-V/def2-TZVPD" gap_ev=6.986 e_homo_ev=-4.170 charge=-1
C -0.047 2.802 0.636 -0.886
C -0.836 2.242 -0.625 0.674
O -2.094 2.236 -0.550 -0.596
N -0.230 1.785 -1.861 -0.297
C -0.532 0.359 -2.182 -0.520
C 0.647 -0.678 -1.843 -0.636
C 0.132 -1.743 -0.725 -0.834
C 0.665 -1.228 0.695 -0.129
Si -0.466 -1.668 2.175 0.394
S -1.587 0.112 2.694 -0.368
H -0.754 3.409 1.300 0.238
H 0.799 3.457 0.247 0.340
H 0.399 1.965 1.273 0.199
H 0.768 2.006 -1.921 0.269
H -0.724 0.295 -3.306 0.236
H -1.475 0.015 -1.636 0.328
H 1.525 -0.102 -1.410 0.386
H 1.031 -1.210 -2.775 0.354
H 0.679 -2.713 -0.979 0.306
H -0.990 -1.916 -0.776 0.434
H 0.756 -0.090 0.621 -0.197
H 1.712 -1.660 0.899 0.429
H 0.439 -1.940 3.318 -0.150
H -1.303 -2.848 1.952 -0.159
H -1.250 0.397 4.022 0.116
F 2.738 -3.286 0.756 -0.932

9.
26
Properties=species:S:1:pos:R:3:mulliken_charge:R:1 method="wB97M-V/def2-TZVPD" smiles=CCO[Si](F)(OCC)OCC gap_ev=11.307 e_homo_ev=-10.410 charge=0
F -1.534 2.057 0.346 -0.310
O 0.952 1.234 -0.186 -0.285
O -1.056 0.203 -1.696 -0.337
O -0.732 -0.395 0.848 -0.298
C 3.156 0.947 0.675 -1.297
C 0.446 -0.934 -3.192 -1.401
C -2.393 0.351 2.383 -1.078
C 1.694 0.538 0.748 0.195
C -0.403 -0.984 -1.993 0.149
C -1.936 -0.740 1.420 -0.255
Si -0.645 0.867 -0.217 0.470
H 3.237 2.009 0.879 0.301
H 3.871 0.483 1.357 0.372
H 3.483 0.764 -0.359 0.286
H 0.877 -1.897 -3.452 0.372
H -0.122 -0.596 -4.056 0.315
H 1.254 -0.240 -3.084 0.314
H -1.588 0.635 3.070 0.267
H -3.244 0.052 2.990 0.414
H -2.698 1.237 1.816 0.270
H 1.296 0.667 1.762 0.250
H 1.571 -0.542 0.557 0.247
H 0.149 -1.337 -1.093 0.213
H -1.204 -1.728 -2.130 0.302
H -2.669 -0.955 0.641 0.264
H -1.762 -1.694 1.969 0.262

10.
26
Properties=species:S:1:pos:R:3:mulliken_charge:R:1 method="wB97M-V/def2-TZVPD" s_squared=8.756 gap_ev="7.982 / 6.362" de_lowest_kcal_mol=0.0 multiplicity=6 e_homo_ev="-7.876 / -8.316" charge=0
Fe 3.197 -0.575 -6.127 0.351
I 1.777 -0.001 -3.668 -0.300
C -0.695 -3.219 -0.570 -0.866
O -0.324 -1.886 -0.904 -0.215
C -1.534 -1.191 -1.281 -0.507
C -1.309 0.359 -1.399 -0.950
N -0.358 0.965 -0.415 -0.084
C -0.818 1.074 0.995 -0.548
C 0.278 1.777 1.784 -0.641
O 1.397 0.924 1.813 -0.234
C 2.369 1.421 2.682 -0.861
H -1.515 -3.438 0.114 0.342
H 0.151 -3.690 -0.070 0.276
H -0.903 -3.816 -1.458 0.335
H -2.155 -1.207 -0.385 0.307
H -2.126 -1.621 -2.088 0.412
H -2.198 0.990 -1.409 0.410
H -0.878 0.521 -2.387 0.244
H -0.169 1.907 -0.727 0.228
H -0.876 0.041 1.336 0.263
H -1.751 1.631 1.082 0.373
H -0.065 1.888 2.813 0.394
H 0.477 2.802 1.470 0.372
H 2.066 1.175 3.700 0.332
H 2.775 2.432 2.660 0.310
H 3.183 0.738 2.439 0.256